Formula: C2H5P
Source: the OMol25 dataset
Level of theory: ωB97M-V with the def2-TZVPD basis set

For the HOMO energy, the calculation gives -10.184 eV. As for the energy above the lowest of the compared OMol25 structures with the same formula, charge and spin: 110.5 kJ/mol. The calculation puts the calculated total energy at -420.4625 a.u. The HOMO-LUMO gap comes out at 10.5 eV. The value obtained for the LUMO energy is 0.34 eV.

Each line ends with the Mulliken charge.
Positions of all 8 atoms, in Å:
C 3.351 0.779 0.485  -0.083
C -0.720 1.055 -0.162  -0.812
P 2.865 -0.553 -0.138  -0.268
H -1.620 0.741 -0.566  0.313
H -0.481 2.120 -0.455  0.203
H 0.091 0.309 -0.321  0.013
H -0.742 0.928 0.926  0.249
H 3.941 1.615 0.660  0.383

Forces on the atoms, in the same order (eV/Å):
C -0.56 -2.56 -1.46
C 2.58 0.51 1.40
P 0.17 1.15 0.79
H -1.66 -0.62 -0.87
H -0.01 -1.42 0.34
H -0.44 0.84 -0.92
H -0.55 0.71 0.04
H 0.46 1.38 0.68

Formula: C50H118F21N8O29S7
Source: the OMol25 dataset
Level of theory: ωB97M-V with the def2-TZVPD basis set

For the HOMO energy, the calculation gives -10.451 eV. As for the energy above the lowest of the compared OMol25 structures with the same formula, charge and spin: 0.0 kJ/mol. The calculation puts the calculated total energy at -9480.0497 a.u. The HOMO-LUMO gap comes out at 8.1 eV. The value obtained for the LUMO energy is -2.33 eV. As for the net charge: +1.

Each line ends with the Mulliken charge.
Positions of all 233 atoms, in Å:
C 0.286 8.211 3.339  -0.820
N -0.857 7.492 2.765  0.382
C -1.895 7.396 3.783  -0.871
C -1.371 8.259 1.651  -0.805
C -0.316 6.173 2.239  -1.415
C -1.348 5.150 1.919  1.254
O -1.953 4.637 3.168  -0.514
H 0.519 7.714 4.268  0.399
H 0.106 9.269 3.482  0.415
H 1.142 8.087 2.652  0.292
H -2.883 7.202 3.301  0.330
H -1.993 8.401 4.236  0.438
H -1.642 6.625 4.489  0.255
H -1.956 9.106 2.021  0.401
H -2.079 7.714 1.032  0.208
H -0.525 8.640 1.066  0.439
H 0.377 5.822 3.012  0.180
H 0.301 6.498 1.396  -0.044
H -0.826 4.363 1.348  -0.089
H -2.054 5.447 1.183  0.255
H -2.726 4.151 2.859  0.234
C -3.368 7.316 -4.657  -0.987
N -3.296 6.028 -3.930  0.345
C -4.038 5.056 -4.798  -0.697
C -1.858 5.642 -3.725  -0.192
C -3.935 6.272 -2.598  -1.266
C -3.759 5.188 -1.507  0.651
O -4.323 3.979 -1.975  -0.053
H -2.888 7.184 -5.662  0.335
H -2.828 8.048 -4.069  0.403
H -4.400 7.603 -4.681  0.444
H -3.933 4.131 -4.266  0.132
H -3.563 5.003 -5.769  0.373
H -5.062 5.424 -4.912  0.363
H -1.406 6.543 -3.292  0.359
H -1.504 5.573 -4.750  0.456
H -1.750 4.748 -3.134  -0.359
H -5.002 6.484 -2.796  0.345
H -3.491 7.232 -2.274  0.333
H -4.415 5.424 -0.696  0.988
H -2.730 5.152 -1.172  -0.262
H -4.337 3.398 -1.194  -0.518
C 3.270 -0.725 -4.508  -1.049
N 3.898 0.433 -3.780  0.651
C 3.116 1.653 -4.075  -0.450
C 3.967 0.095 -2.377  -0.006
C 5.258 0.658 -4.306  -0.614
C 6.219 1.647 -3.576  -0.511
O 5.652 2.851 -3.182  -0.601
H 2.296 -0.911 -4.094  0.267
H 3.840 -1.618 -4.236  0.476
H 3.206 -0.640 -5.591  0.363
H 2.264 1.669 -3.401  -0.361
H 2.862 1.670 -5.120  0.577
H 3.752 2.503 -3.810  0.413
H 4.875 -0.461 -2.153  0.436
H 3.122 -0.491 -2.109  -0.239
H 4.071 1.056 -1.862  -0.416
H 5.085 1.042 -5.303  0.535
H 5.766 -0.287 -4.376  0.468
H 7.092 1.830 -4.253  0.470
H 6.677 1.127 -2.704  0.182
H 5.234 2.772 -2.323  0.307
C -2.917 -5.048 1.771  -1.033
N -2.713 -4.007 2.943  1.342
C -1.266 -3.727 3.031  -0.963
C -3.450 -2.788 2.496  -1.574
C -3.159 -4.548 4.229  -0.138
C -4.633 -4.742 4.511  -0.866
O -5.194 -5.671 3.663  -0.524
H -2.372 -5.924 2.068  0.089
H -2.544 -4.722 0.785  0.177
H -3.972 -5.270 1.723  0.763
H -1.072 -2.686 3.329  0.217
H -0.957 -3.767 1.982  -0.363
H -0.723 -4.462 3.608  0.478
H -3.295 -2.045 3.272  0.582
H -4.465 -3.125 2.333  0.642
H -2.911 -2.412 1.633  -0.022
H -2.678 -3.863 4.983  0.424
H -2.657 -5.530 4.278  0.227
H -5.187 -3.806 4.609  0.330
H -4.626 -5.183 5.518  0.381
H -6.055 -5.471 3.313  0.353
C 0.691 -4.650 -2.001  -1.034
N 1.137 -5.927 -2.593  1.077
C -0.027 -6.831 -2.551  -1.011
C 1.480 -5.784 -3.951  -1.006
C 2.202 -6.547 -1.721  0.615
C 3.587 -6.128 -2.026  -1.288
O 3.704 -4.722 -1.814  -0.253
H 0.146 -4.822 -1.073  -0.141
H -0.007 -4.241 -2.734  0.342
H 1.481 -3.938 -1.899  0.458
H -0.211 -7.051 -1.515  0.248
H 0.169 -7.764 -3.125  0.410
H -0.873 -6.327 -3.014  0.400
H 0.752 -5.339 -4.603  0.331
H 1.742 -6.783 -4.329  0.383
H 2.379 -5.143 -4.020  0.269
H 2.145 -7.637 -1.771  0.415
H 1.867 -6.214 -0.741  -0.490
H 3.796 -6.413 -3.035  0.464
H 4.237 -6.722 -1.355  0.462
H 4.549 -4.456 -1.457  0.218
C -0.063 0.052 3.982  0.019
N -0.649 1.375 3.740  0.727
C -0.701 1.704 2.290  2.566
C -2.015 1.429 4.333  -0.645
C 0.125 2.406 4.454  -0.845
C 1.513 2.733 3.897  -0.262
O 2.366 1.689 4.295  -0.652
H -0.270 -0.207 5.039  0.515
H 1.013 0.166 3.835  0.000
H -0.430 -0.708 3.290  -0.474
H -1.281 2.595 2.110  -1.185
H -1.217 0.790 1.904  -0.454
H 0.250 1.793 1.803  -0.132
H -2.403 0.452 4.047  0.012
H -2.587 2.255 3.934  0.220
H -1.899 1.435 5.417  0.414
H 0.276 2.030 5.452  0.428
H -0.554 3.282 4.465  0.778
H 1.769 3.706 4.307  0.618
H 1.524 2.886 2.825  -0.252
H 3.112 1.677 3.674  0.297
C -2.544 -0.330 -3.178  -1.137
N -3.973 -0.460 -2.790  1.746
C -4.636 -1.201 -3.857  -1.191
C -4.184 -1.207 -1.511  0.690
C -4.548 0.918 -2.695  0.032
C -6.022 1.184 -2.394  -0.811
O -6.820 0.723 -3.471  -0.567
H -2.499 0.317 -4.044  0.165
H -2.244 -1.323 -3.507  0.367
H -1.930 0.082 -2.370  0.119
H -4.635 -0.636 -4.803  0.159
H -5.621 -1.420 -3.523  0.546
H -4.034 -2.078 -4.060  0.364
H -3.759 -2.244 -1.696  -0.868
H -5.248 -1.180 -1.227  0.645
H -3.534 -0.740 -0.719  -0.644
H -4.204 1.411 -3.643  -0.036
H -3.955 1.464 -1.967  0.249
H -6.072 2.258 -2.257  0.456
H -6.347 0.759 -1.431  0.175
H -6.894 1.414 -4.116  0.384
C 3.827 -5.643 2.804  -1.781
C 3.883 -4.409 1.896  0.546
N 4.689 -3.168 2.487  1.842
C 4.933 -2.191 1.372  -0.328
C 3.959 -2.441 3.647  -0.908
C 2.421 -2.388 3.374  -0.853
C 5.996 -3.674 3.087  -0.793
C 6.842 -2.666 3.833  -0.997
O 7.268 -1.582 3.044  -0.167
C 8.252 -0.847 3.754  -0.952
H 3.055 -6.334 2.519  0.075
H 3.632 -5.402 3.852  0.376
H 4.754 -6.226 2.813  0.411
H 2.896 -3.995 1.739  -0.307
H 4.279 -4.526 0.889  0.164
H 4.035 -1.973 0.824  -0.180
H 5.659 -2.590 0.698  0.300
H 5.401 -1.301 1.794  -0.011
H 4.400 -1.459 3.544  0.436
H 4.201 -2.929 4.588  0.613
H 2.237 -2.146 2.338  -0.326
H 2.000 -1.669 4.065  0.668
H 1.936 -3.348 3.551  0.236
H 6.555 -4.158 2.227  0.410
H 5.790 -4.531 3.720  0.479
H 7.716 -3.271 4.131  0.467
H 6.265 -2.408 4.676  0.472
H 8.255 0.179 3.373  0.263
H 9.250 -1.303 3.678  0.314
H 8.020 -0.762 4.815  0.404
C 0.445 0.190 -0.643  -1.811
F -0.749 0.685 -0.534  0.200
F 0.812 0.264 -1.928  0.143
F 1.306 0.852 0.064  0.122
S 0.521 -1.537 -0.075  0.206
O 0.148 -1.389 1.302  0.080
O -0.431 -2.216 -0.926  0.262
O 1.929 -1.948 -0.266  -0.200
C -5.194 0.909 1.937  0.363
F -4.113 0.225 2.332  -0.169
F -5.749 0.146 1.007  -0.195
F -5.922 1.029 3.000  -0.248
S -4.691 2.486 1.279  1.219
O -3.732 2.213 0.247  -0.244
O -5.844 3.120 0.692  -0.684
O -4.121 3.078 2.484  -0.954
C 1.659 4.953 -1.141  0.516
F 1.316 3.991 -1.955  -0.004
F 1.525 4.518 0.139  -0.202
F 2.916 5.217 -1.350  -0.253
S 0.562 6.463 -1.330  1.099
O 0.704 6.870 -2.700  -0.759
O -0.742 5.933 -1.013  -0.922
O 1.037 7.426 -0.358  -0.761
C -3.102 -5.371 -2.076  0.408
F -2.642 -6.293 -1.189  -0.196
F -2.324 -4.288 -1.916  0.001
F -2.845 -5.846 -3.284  -0.329
S -4.849 -4.982 -1.711  1.042
O -4.808 -4.553 -0.353  -0.448
O -5.111 -3.923 -2.669  -0.582
O -5.571 -6.244 -2.023  -0.735
C 4.723 1.389 0.578  -0.022
F 5.695 0.845 -0.154  -0.284
F 4.137 2.219 -0.234  -0.147
F 3.839 0.450 0.856  0.112
S 5.406 2.178 2.077  1.075
O 4.198 2.866 2.508  -0.650
O 5.885 1.071 2.852  -0.446
O 6.438 3.008 1.434  -0.756
C 0.418 -7.343 1.299  0.212
F -0.512 -7.913 0.576  -0.224
F 1.573 -7.931 0.998  -0.291
F 0.500 -6.020 0.952  0.429
S 0.139 -7.446 3.153  0.967
O -1.266 -7.066 3.286  -0.669
O 0.460 -8.819 3.381  -0.711
O 1.069 -6.436 3.558  -0.546
C -0.351 2.351 -4.629  0.260
F -0.767 2.910 -3.447  0.277
F 0.727 3.017 -5.017  -0.282
F -0.077 1.059 -4.398  -0.102
S -1.659 2.504 -6.001  0.960
O -1.115 1.630 -7.031  -0.698
O -2.857 2.066 -5.310  -0.557
O -1.567 3.924 -6.255  -0.691

Forces on the atoms, in the same order (eV/Å):
C 1.53 -0.24 -0.30
N 0.11 -0.21 -0.25
C -1.82 0.58 0.22
C -0.54 1.70 -1.34
C 0.47 0.44 0.55
C 0.46 -1.33 1.02
O 1.19 0.86 -1.69
H 0.19 0.10 0.37
H -0.39 0.05 0.05
H -0.37 0.17 0.28
H 0.89 -0.27 0.41
H 0.19 -0.59 0.03
H -0.08 -0.09 0.30
H 0.31 0.03 0.23
H 0.36 -0.48 -0.03
H -0.36 -0.33 -0.13
H -0.25 -0.18 0.00
H -0.25 -0.43 -0.19
H 0.13 0.04 0.45
H -1.06 0.73 -0.28
H -0.80 -0.36 0.05
C 1.25 -0.04 -0.41
N -0.30 0.04 -0.04
C 0.05 0.11 0.66
C -0.38 1.72 -1.11
C -0.51 0.37 0.62
C -0.90 0.43 -1.28
O 0.63 -0.48 -0.23
H -0.65 0.23 0.90
H 0.22 0.24 -0.14
H -0.49 0.18 -0.46
H -0.49 -0.69 -0.23
H 0.25 -0.04 0.03
H 0.10 -0.31 0.25
H 0.06 -0.71 0.18
H 0.50 -0.59 0.21
H -0.11 0.03 -0.06
H 0.38 -0.34 0.14
H -0.13 -0.59 0.22
H -0.11 1.10 0.88
H 0.22 -0.34 -0.11
H -0.02 -0.13 -0.23
C 0.53 -0.89 0.46
N 0.04 -0.89 -1.80
C -0.13 0.89 1.25
C 0.89 0.91 1.09
C 1.05 0.97 -0.93
C 0.68 -1.35 0.72
O 0.03 0.63 -0.46
H -0.63 0.39 0.11
H 0.19 0.13 -0.23
H 0.24 0.50 0.13
H -0.30 -0.11 -0.36
H -0.25 -0.01 -0.23
H -0.35 -0.14 -0.34
H -0.02 -0.16 -0.26
H -0.80 -0.13 0.61
H -0.51 -0.68 0.13
H 0.14 -0.04 -0.40
H 0.17 -0.49 -0.04
H -0.96 0.00 0.28
H -0.36 0.23 -0.36
H 0.18 0.06 0.42
C 0.03 0.09 0.77
N -0.25 -0.56 -2.57
C 0.48 0.76 -1.47
C 1.07 -0.38 0.76
C 0.81 -0.27 1.07
C 0.19 0.41 1.18
O 0.22 -0.99 -0.91
H 0.16 -0.34 0.19
H -0.17 0.63 0.83
H -0.02 0.10 -0.09
H -0.26 -0.49 0.37
H 0.50 0.01 0.31
H -0.09 -0.22 0.16
H -0.60 0.15 0.25
H -0.22 0.61 -0.28
H -0.42 -0.10 -0.46
H -0.72 -0.72 -0.36
H -0.17 0.34 0.22
H -0.04 0.11 -0.33
H -0.01 0.24 0.11
H -0.44 0.43 0.05
C -1.17 0.86 -0.58
N -0.87 -0.79 1.44
C -0.61 -1.00 -0.47
C 2.96 0.09 -2.26
C -0.75 -0.01 0.48
C 0.58 0.26 1.16
O -0.31 -0.11 -0.32
H 0.31 -0.01 -0.13
H -0.13 0.09 0.30
H 0.66 0.08 0.30
H -0.41 -0.20 0.24
H 0.10 0.65 0.51
H 0.21 -0.11 0.19
H -0.82 0.07 0.24
H -0.04 0.37 -0.14
H -0.37 -0.25 -0.10
H -0.20 0.15 -0.17
H 0.45 -0.31 0.13
H 0.62 0.01 -0.78
H -0.14 0.35 -0.30
H 0.37 -0.23 -0.04
C 0.71 -0.64 0.48
N 0.22 1.22 -0.02
C -1.55 -2.09 -0.47
C 0.19 -1.40 -0.26
C 0.45 1.42 -0.06
C -0.85 -0.14 0.26
O 0.25 -0.08 -0.18
H 0.18 0.04 -0.57
H -0.27 -0.22 0.09
H -0.21 0.37 0.10
H -0.25 0.00 0.23
H 0.27 1.10 -0.36
H 0.52 -0.19 0.30
H -0.78 0.29 0.05
H -0.07 -0.02 0.06
H -0.10 0.22 -0.07
H -0.04 0.03 0.53
H 0.67 -0.25 0.02
H 0.40 0.14 0.39
H -0.01 -0.07 -0.29
H 0.27 0.38 0.12
C 0.17 -0.19 0.12
N -0.52 0.76 0.68
C 0.31 -0.20 -1.53
C 1.97 -0.78 0.55
C 1.12 1.75 -0.60
C 0.83 -0.73 -0.32
O -0.46 -0.47 0.84
H -0.07 0.19 -0.07
H 0.42 0.00 0.42
H -0.35 -0.31 -0.18
H -0.14 0.20 0.59
H -0.71 -0.45 -0.14
H -0.36 -0.47 0.28
H -1.07 1.19 0.41
H 0.60 -0.30 -0.28
H -0.81 -0.16 -0.75
H -0.86 -0.41 0.57
H 0.12 -0.33 0.43
H -0.14 0.29 -0.06
H -0.06 -0.15 -0.53
H -0.06 0.51 -0.48
C 1.13 0.27 -0.01
C 0.13 1.07 0.87
N -0.14 -1.38 0.75
C 0.41 0.18 0.76
C -1.37 -0.43 -1.76
C 1.36 -0.48 0.54
C 0.64 -0.75 -2.48
C 0.78 -1.24 -1.55
O -0.30 -0.49 0.52
C 0.36 0.81 0.07
H -0.47 0.05 -0.30
H -0.24 0.24 -0.15
H 0.05 0.22 -0.20
H -0.21 -0.08 -0.02
H 0.35 -0.43 0.19
H -0.63 0.02 0.09
H 0.50 -0.63 -0.41
H -0.26 -0.01 -0.01
H -0.06 0.36 0.68
H 0.02 0.00 -0.09
H -0.21 0.58 -0.14
H -0.12 0.22 -0.11
H 0.11 -0.11 0.19
H -0.44 0.85 0.73
H -0.34 0.30 0.38
H -0.15 0.22 0.33
H -0.23 0.94 1.39
H 0.07 -0.34 -0.17
H -0.24 0.00 -0.20
H -0.23 -0.13 0.12
C 0.69 -2.09 -0.85
F -1.36 0.84 0.29
F 0.12 0.17 -0.63
F 1.08 1.68 0.91
S 1.04 -0.90 -1.09
O -0.43 -0.06 1.08
O 0.00 -0.09 0.07
O -1.10 0.44 0.00
C 0.89 -0.94 -0.55
F 1.23 -0.40 0.17
F -0.93 -0.11 -0.25
F -1.62 0.18 0.85
S -0.38 2.11 -0.52
O 1.51 -0.84 -0.53
O -0.44 -0.08 0.90
O -0.04 0.19 -0.01
C -0.89 1.43 0.97
F -0.62 -1.08 -0.66
F 0.00 -0.27 -0.01
F 1.33 0.42 -0.09
S 0.48 0.41 -0.50
O 0.37 -0.11 -0.29
O -0.74 -0.54 0.71
O 0.37 -0.19 0.43
C 0.09 -0.45 1.08
F 0.00 0.03 -0.05
F 0.18 0.47 0.05
F -0.34 -0.14 -0.74
S -2.61 -2.37 -2.92
O 0.18 0.32 1.42
O 0.29 0.09 0.07
O 1.70 2.18 1.01
C 1.07 -0.25 0.98
F 1.04 -1.01 -0.33
F -1.20 2.11 -0.98
F -0.79 -1.07 0.38
S 1.23 1.89 -2.67
O 0.11 -0.20 0.80
O -0.22 -0.51 0.79
O -1.33 -0.82 1.37
C -0.20 0.32 2.08
F -0.80 -0.17 -0.72
F 0.78 0.10 -0.47
F 0.01 -0.18 -0.50
S -1.43 -0.37 -1.84
O 0.73 -0.19 0.31
O 0.13 -0.23 0.60
O 0.74 0.78 0.99
C -1.99 0.71 -0.60
F 0.41 -0.81 -0.65
F 0.71 -0.25 0.25
F 0.55 0.03 0.23
S 1.78 -0.46 0.32
O -0.69 0.54 0.80
O -0.29 -0.10 -0.26
O -0.41 0.03 -0.34